{
  "formula": "C3H3Cl2NO",
  "method": "ωB97M-V/def2-TZVPD",
  "e_homo_ha": -0.36588,
  "max_force_ev_per_a": 3.9,
  "e_lumo_ha": 0.0208,
  "multiplicity": 1,
  "smiles": "O/N=C\\Cl.C#CCl",
  "species": ["Cl", "Cl", "O", "N", "C", "C", "C", "H", "H", "H"],
  "positions_angstrom": [[0.50506, -2.38677, 0.31928], [3.27903, -0.44057, 0.47243], [-1.82359, -1.24813, -1.26426], [-1.29685, -0.47974, -0.34622], [-0.35139, -0.84006, 0.39124], [2.45076, 0.69574, -0.44235], [1.69230, 1.24051, -1.20408], [0.00060, -0.44655, 1.31361], [1.04423, 2.05506, -1.40220], [-1.47032, -2.08621, -1.24868]]
}